1.
Molecular formula: C7H14N
Method: DFT, ωB97M-V with the def2-TZVPD basis set

ORCA input file:
```
! wB97M-V def2-TZVPD RIJCOSX def2/J DEFGRID3
* xyz 0 2
C -0.6805 -0.7795 2.1388
C -1.4856 -1.0501 0.9088
C -2.3530 -2.0195 0.6427
N -1.2102 -0.1158 -0.1863
H -0.9469 -1.4685 2.9376
H 0.3789 -0.8983 1.8861
H -0.8291 0.2564 2.4637
H -2.9682 -2.0583 -0.2472
H -2.5863 -2.7428 1.4156
H -0.3667 -0.4391 -0.7417
H -1.0473 0.8475 0.1298
H -1.9779 -0.0581 -0.8530
C 1.1366 -0.3495 -2.2296
C 1.6556 0.3821 -1.1760
C 1.6344 1.7991 -1.0107
C 2.0797 2.4034 0.1342
H 0.5386 0.1394 -2.9919
H 1.2534 -1.4228 -2.2566
H 2.2328 -0.1935 -0.4431
H 1.1192 2.4074 -1.7518
H 1.8703 3.4617 0.2631
H 2.5521 1.8989 0.9673
*
```

## Properties
HOMO-LUMO gap (alpha / beta)   3.9406 / 7.0356 eV
Electronic energy   -329.68554 a.u.
Lowest unoccupied orbital energy (alpha / beta)   0.0101 / 0.0027 Eh

Results of the Mulliken charge analysis, in e, for atoms 1 through 8: C -1.105; C 0.464; C -0.849; N -0.411; H 0.367; H 0.269; H 0.344; H 0.277


2.
Molecular formula: C48H113O25P
Method: DFT, ωB97M-V with the def2-TZVPD basis set

ORCA input file:
```
! wB97M-V def2-TZVPD RIJCOSX def2/J DEFGRID3
* xyz 0 1
C -7.0217 18.2703 8.8943
O -6.5365 17.7570 7.6818
C -6.5297 18.6661 6.5850
C -5.2507 19.4784 6.5522
O -5.4052 20.7360 7.1970
C -4.4254 21.6754 6.8816
C -3.0253 21.4614 7.4090
O -2.4750 20.3166 6.7664
C -1.1781 19.9785 7.1960
H -8.0978 18.4477 8.8122
H -6.5162 19.2019 9.1773
H -6.7948 17.6005 9.7241
H -7.3549 19.3824 6.6489
H -6.5903 18.0132 5.7187
H -5.0076 19.6697 5.4902
H -4.3390 18.9586 6.8569
H -4.7840 22.6267 7.2875
H -4.2695 21.9093 5.8155
H -3.0434 21.2845 8.4916
H -2.3692 22.3008 7.1593
H -1.1412 19.7378 8.2573
H -0.4730 20.7986 6.9878
H -0.7685 19.2160 6.5342
C -0.4752 23.6794 18.9982
O 0.2299 24.6770 18.2941
C -0.4634 25.2216 17.1891
C -0.6900 24.2414 16.0444
O -0.3682 24.8497 14.8121
C -0.2850 23.9550 13.6966
C -0.1394 24.7790 12.4606
O 1.2096 24.7729 11.9670
C 1.9889 25.7672 12.5753
H -1.2849 24.0920 19.6141
H 0.2339 23.1811 19.6567
H -0.9262 22.9569 18.3098
H 0.1886 26.0465 16.9047
H -1.4320 25.6641 17.4454
H -1.7262 23.8765 16.0601
H -0.0822 23.3255 16.1054
H -1.1350 23.2648 13.7534
H 0.6424 23.3849 13.8430
H -0.4643 25.8174 12.5162
H -0.7250 24.3391 11.6479
H 1.6087 26.0475 13.5614
H 2.1000 26.6773 11.9669
H 3.0499 25.5445 12.7458
C -0.7126 19.7047 18.3198
O -0.7842 20.3208 17.0597
C -2.1034 20.3772 16.5805
C -2.1087 20.7755 15.1242
O -3.3300 20.4147 14.5100
C -3.4020 20.7375 13.1116
C -4.6033 21.6410 12.8688
O -4.6971 21.9775 11.5122
C -5.1409 20.9822 10.6400
H -1.2512 20.2271 19.1213
H 0.3479 19.7319 18.5793
H -1.0568 18.6646 18.3283
H -2.7141 21.0747 17.1702
H -2.6611 19.4333 16.6551
H -1.2875 20.3506 14.5363
H -1.9825 21.8535 14.9323
H -3.5759 19.7644 12.6550
H -2.4551 21.1939 12.8224
H -4.5842 22.5559 13.4555
H -5.4616 21.0286 13.1799
H -5.9667 20.3986 11.0805
H -4.4087 20.1978 10.4034
H -5.5191 21.4546 9.7390
C 3.3357 25.2426 18.0917
O 3.2291 25.6627 16.7426
C 3.9637 24.8021 15.8661
C 3.0131 23.7259 15.3435
O 3.0381 22.4885 16.0456
C 4.2573 21.7904 16.1936
C 3.9398 20.6677 17.1585
O 5.0901 20.2157 17.8026
C 4.9494 19.3563 18.8981
H 3.2491 24.1556 18.1890
H 2.6167 25.7807 18.6986
H 4.3491 25.4450 18.4728
H 4.8123 24.3710 16.4030
H 4.3805 25.4007 15.0587
H 3.2592 23.5395 14.2890
H 2.0127 24.1000 15.5356
H 5.0859 22.3525 16.6476
H 4.6002 21.5508 15.1804
H 3.5073 19.8333 16.5747
H 3.0982 20.8943 17.8236
H 5.8392 18.7445 19.0391
H 4.2053 18.5565 18.7485
H 4.6271 19.9560 19.7534
C 1.6927 16.1851 8.9100
O 2.8756 15.6467 9.4711
C 2.8961 15.7144 10.8813
C 3.7148 14.6130 11.4976
O 5.1234 14.7014 11.4550
C 5.6956 14.8218 10.1650
C 7.2221 14.8646 10.3250
O 7.6262 16.0165 10.9990
C 7.4969 15.9536 12.4093
H 0.7068 15.7511 9.1108
H 1.8380 15.9164 7.8551
H 1.6648 17.2705 8.9574
H 1.8857 15.5443 11.2730
H 3.2682 16.6907 11.2172
H 3.4701 13.6559 10.9921
H 3.4160 14.2981 12.5004
H 5.4396 15.7916 9.7255
H 5.3043 14.0314 9.5158
H 7.6884 14.8151 9.3384
H 7.5103 13.8954 10.7591
H 6.5282 16.3405 12.7187
H 8.2476 16.5628 12.9107
H 7.5978 14.9346 12.7908
C -2.9836 13.4145 14.6863
O -4.2570 13.7018 15.2203
C -4.5818 15.0681 15.2057
C -5.0479 15.5195 13.8291
O -6.3226 16.1705 13.9831
C -7.0158 16.3228 12.7614
C -7.6915 17.6920 12.6160
O -8.8912 17.8752 13.3148
C -8.6925 17.9434 14.7205
H -2.7294 12.3926 14.9688
H -2.2470 14.0789 15.1458
H -2.9723 13.4362 13.5915
H -3.7856 15.7493 15.5361
H -5.3900 15.2416 15.9129
H -5.2428 14.6198 13.2307
H -4.4293 16.2075 13.2443
H -7.8491 15.6072 12.7639
H -6.4386 16.1133 11.8575
H -7.9030 17.8503 11.5573
H -6.9877 18.4769 12.9391
H -8.2127 17.0530 15.1236
H -9.6226 18.1350 15.2496
H -8.0502 18.8180 14.8921
C 3.9992 17.1869 14.7012
O 4.4817 17.1773 16.0289
C 5.9055 17.2867 16.1057
C 6.4012 18.5952 15.4940
O 7.0281 18.2808 14.2611
C 7.2183 19.3475 13.3753
C 5.9614 20.0096 12.8343
O 5.1730 19.0477 12.1322
C 5.4872 18.9378 10.7672
H 2.9498 16.9220 14.5746
H 4.6424 16.5908 14.0489
H 4.0208 18.2282 14.3462
H 6.3048 16.4141 15.5769
H 6.1406 17.1410 17.1575
H 7.1805 19.0212 16.1393
H 5.6087 19.3398 15.4491
H 7.7353 18.9625 12.4900
H 7.9362 20.0773 13.7840
H 6.2976 20.7927 12.1440
H 5.2321 20.3965 13.5453
H 6.4856 18.5626 10.5280
H 5.2421 19.8904 10.2789
H 4.8289 18.2227 10.2688
C 0.0709 15.9873 13.9694
C -0.4253 17.3438 13.4697
O 0.1080 17.4926 12.1350
P -0.2769 18.7216 11.2065
O 0.5040 18.8819 9.9805
O -0.2521 20.0079 12.1436
C 0.9764 20.7283 12.3412
C 1.3646 20.8995 13.8218
O -1.8091 18.4954 10.9000
C -2.3058 17.5877 9.9132
C -3.3299 16.6216 10.4948
H 0.1822 16.0391 15.0576
H -0.5721 15.1409 13.7420
H 1.0801 15.7855 13.6135
H -1.5137 17.3313 13.3788
H -0.0701 18.1630 14.0930
H 1.8125 20.1572 11.9219
H 0.9642 21.6436 11.7512
H 1.9417 21.8165 13.8799
H 0.4659 21.1670 14.3819
H 1.7637 19.9531 14.1700
H -2.8391 18.2183 9.1897
H -1.5479 17.1287 9.2781
H -3.2859 15.7902 9.7836
H -2.9981 16.2337 11.4580
H -4.3496 16.9924 10.5305
*
```

## Properties
HOMO-LUMO gap   9.6050 eV
Electronic energy   -4118.61899 a.u.
Structure (SMILES)   CCOP(=O)(OCC)OCC.COCCOCCOC.COCCOCCOC.COCCOCCOC.COCCOCCOC.COCCOCCOC.COCCOCCOC.COCCOCCOC
Lowest unoccupied orbital energy   0.0139 Eh

Results of the Mulliken charge analysis, in e, for atoms 1 through 8: C -0.097; O -0.410; C -0.708; C -0.220; O -0.262; C -0.989; C 0.075; O -0.358


3.
Molecular formula: C7H6N2O2S2
Method: DFT, ωB97M-V with the def2-TZVPD basis set

ORCA input file:
```
! wB97M-V def2-TZVPD RIJCOSX def2/J DEFGRID3
* xyz 0 1
C -1.6845 -1.7053 -0.9315
C -0.2992 -0.8480 0.4095
C -2.7429 -0.1548 0.8286
C 0.6380 2.1748 -0.4556
C -1.8477 -0.8039 0.2252
C 0.5781 -2.3388 -1.6249
C 1.8215 2.5844 1.8017
N -0.2884 -1.6461 -0.7438
N 1.2723 2.5385 0.4655
O -2.3468 -2.2951 -1.7083
O 0.5552 -0.5400 1.1762
S -3.8033 0.6947 1.5887
S -0.2426 1.9117 -1.6960
H 0.0029 -2.7618 -2.4066
H 1.0967 -1.6371 -2.1471
H 1.3390 -2.9050 -1.0699
H 2.4244 3.5236 1.7718
H 1.0570 2.5415 2.4362
H 2.4703 1.6668 2.0801
*
```

## Properties
HOMO-LUMO gap   8.1521 eV
Electronic energy   -1326.61904 a.u.
Structure (SMILES)   CN1C(=O)C(=C=S)C1=O.CN=C=S
Lowest unoccupied orbital energy   -0.0328 Eh

Results of the Mulliken charge analysis, in e, for atoms 1 through 8: C 0.632; C 0.351; C -0.299; C 0.409; C 0.499; C -0.972; C -0.587; N 0.158


4.
Molecular formula: C33H24N2O5P2PtS2
Method: DFT, ωB97M-V with the def2-TZVPD basis set

ORCA input file:
```
! wB97M-V def2-TZVPD RIJCOSX def2/J DEFGRID3
* xyz -2 1
Pt -0.0362 1.9655 2.6172
S -2.0068 -0.8586 3.0835
P -1.3448 -0.5347 1.2418
C -0.6662 1.0032 0.9154
P -0.6480 2.0238 -0.4612
S -0.5590 3.9791 -0.1293
C 0.6724 1.5841 -1.6848
C 1.3562 2.5630 -2.3973
C 2.3359 2.2128 -3.3164
C 2.6477 0.8767 -3.5357
C 1.9754 -0.1073 -2.8241
C 0.9976 0.2515 -1.9061
C -2.1414 1.8029 -1.5195
C -3.3858 1.9033 -0.8990
C -4.5518 1.8540 -1.6436
C -4.4947 1.7190 -3.0267
C -3.2619 1.6310 -3.6534
C -2.0923 1.6686 -2.9026
C -0.1758 -1.9445 0.9290
C -0.6327 -3.2630 0.9418
C 0.2519 -4.3176 0.7891
C 1.6155 -4.0740 0.6395
C 2.0801 -2.7685 0.6281
C 1.1811 -1.7152 0.7608
C -2.6787 -1.0209 0.0568
C -3.9892 -1.1037 0.5127
C -5.0164 -1.4789 -0.3426
C -4.7452 -1.7751 -1.6703
C -3.4392 -1.7004 -2.1354
C -2.4151 -1.3344 -1.2745
H 1.1204 3.6005 -2.1937
H 2.8693 2.9880 -3.8556
H 3.4203 0.6050 -4.2467
H 2.2210 -1.1537 -2.9672
H 0.5038 -0.5158 -1.3254
H -3.4221 2.0155 0.1793
H -5.5111 1.9144 -1.1428
H -5.4088 1.6748 -3.6084
H -3.2051 1.5242 -4.7314
H -1.1360 1.5961 -3.4048
H -1.6889 -3.4563 1.0906
H -0.1181 -5.3371 0.7987
H 2.3084 -4.9017 0.5364
H 3.1394 -2.5599 0.5216
H 1.5191 -0.6897 0.7279
H -4.1794 -0.8800 1.5561
H -6.0333 -1.5357 0.0299
H -5.5470 -2.0569 -2.3438
H -3.2165 -1.9184 -3.1734
H -1.4013 -1.2895 -1.6522
O 2.5963 2.0127 0.5209
C 2.6960 1.3030 1.4960
N 1.7879 1.1371 2.5187
C 2.2858 0.2744 3.4750
O 1.7875 -0.0351 4.5337
C 3.6184 -0.2296 2.9775
C 4.4917 -1.1585 3.5010
C 5.6429 -1.4405 2.7664
C 5.8953 -0.8021 1.5539
C 5.0037 0.1390 1.0403
C 3.8707 0.4044 1.7795
H 4.2732 -1.6551 4.4380
H 6.3506 -2.1736 3.1363
H 6.7952 -1.0485 1.0022
H 5.1731 0.6376 0.0939
O -2.0294 4.2314 4.8733
N -1.3526 3.5156 4.1683
O -0.1447 3.2372 4.4309
O -1.8081 2.9851 3.1058
*
```

## Properties
HOMO-LUMO gap   5.7484 eV
Electronic energy   -3356.09843 a.u.
Lowest unoccupied orbital energy   0.1620 Eh

Results of the Mulliken charge analysis, in e, for atoms 1 through 8: Pt 1.316; S -0.650; P 1.746; C -1.423; P 1.684; S -0.726; C -0.079; C -0.666


> Among the records above, which one has the highest electronic energy?

C7H14N